# 1
The following is a DFT calculation (the ωB97M-V functional and the def2-TZVPD basis) of a cluster of 2 separate species, C11H15P in total in a non-equilibrium geometry.

Element x y z (Å)
1 C 3.734 -0.430 0.126
2 C 3.470 0.702 -0.616
3 C 2.772 -1.249 0.634
4 C 2.148 0.925 -0.970
5 C 1.414 -0.966 0.243
6 C 1.052 0.079 -0.515
7 C -1.118 0.729 1.485
8 C -0.944 1.485 0.136
9 C -2.169 -0.362 1.221
10 C -0.399 0.335 -0.710
11 C -3.143 -1.088 -1.287
12 P -1.510 -1.134 -0.352
13 H 4.755 -0.485 0.370
14 H 4.254 1.407 -0.982
15 H 2.968 -2.100 1.318
16 H 1.826 1.774 -1.522
17 H 0.663 -1.608 0.725
18 H -0.242 0.146 1.669
19 H -1.306 1.442 2.283
20 H -1.857 1.806 -0.196
21 H -0.356 2.364 0.135
22 H -2.115 -0.890 2.113
23 H -3.212 0.056 1.186
24 H -0.452 0.521 -2.228
25 H -3.563 -1.924 -0.680
26 H -2.998 -1.494 -2.266
27 H -3.671 -0.038 -1.321

Strongest force on any atom: 5.372 eV Å⁻¹
Kohn-Sham gap: 9.28 eV
LUMO energy: 0.03255 Eh
E_HOMO: -8.39 eV
Energy above the lowest of the compared OMol25 structures with the same formula, charge and spin: 6.13 kcal per mole
E: -769.39427 Ha



# 2
The following is a DFT calculation (the ωB97M-V functional and the def2-TZVPD basis) of a cluster of 2 separate species, C5H14NO in total in a non-equilibrium geometry.

Element x y z (Å)
1 C -0.496 -1.365 -0.457
2 O 0.938 -1.677 -0.574
3 C -0.856 -0.006 -0.932
4 C -0.274 1.242 -0.255
5 C -1.238 2.455 0.100
6 C -1.384 3.185 1.462
7 N 2.997 -4.377 0.005
8 H -0.661 -1.586 0.487
9 H -0.998 -2.112 -1.189
10 H 1.342 -1.156 -1.210
11 H -1.509 -0.102 -1.840
12 H -0.071 0.888 0.749
13 H 0.613 1.654 -0.669
14 H -1.162 3.246 -0.764
15 H -2.211 1.972 -0.070
16 H -2.144 4.034 1.271
17 H -1.809 2.629 2.420
18 H -0.432 3.577 1.695
19 H 2.257 -3.774 -0.500
20 H 3.694 -4.791 -0.588
21 H 3.404 -3.935 0.860

Strongest force on any atom: 6.915 eV Å⁻¹
2S+1: 2
Kohn-Sham gap (alpha / beta): 6.99 / 5.08 eV
LUMO energy (alpha / beta): -0.39646 / -0.46672 Eh
E_HOMO (alpha / beta): -17.78 / -17.78 eV
Energy above the lowest of the compared OMol25 structures with the same formula, charge and spin: 117.80 kcal per mole
Charge: +2
E: -327.99978 Ha
⟨S²⟩: 0.753